Here is a molecular structure, C28H43N4O4Sb2Se4Si3Tc from the OMol25 dataset. Energies are from wB97M-V/def2-TZVPD.

The LUMO energy is -7.93 eV. The total charge is +2. As for the largest force on an atom: 0.0095 hartree/bohr.

The geometry in XYZ format:
```
89
C28H43N4O4Sb2Se4Si3Tc (wB97M-V/def2-TZVPD)
Tc -0.890 -0.099 0.737
C -0.847 -0.995 -3.323
Sb 0.327 0.414 -2.209
C -0.922 1.120 -0.544
C -1.410 2.490 -0.753
C -1.435 3.414 0.285
C -1.970 4.669 0.035
C -2.461 4.944 -1.229
C -2.390 3.952 -2.204
N -1.870 2.752 -1.981
Si -1.911 -2.323 0.213
C -3.218 -2.424 1.568
C -2.737 -2.768 -1.405
C -0.670 -3.676 0.627
C 2.098 -0.544 -1.309
C 2.086 -1.157 0.061
C 3.229 -1.882 0.439
C 3.353 -2.465 1.678
C 2.306 -2.322 2.576
C 1.214 -1.599 2.172
N 1.082 -1.009 0.959
Si 2.623 -1.840 -2.653
C 2.397 -1.088 -4.360
C 4.409 -2.410 -2.654
C 1.563 -3.367 -2.382
Si 3.263 1.012 -1.138
C 3.259 2.091 -2.669
C 2.591 1.984 0.328
C 5.050 0.621 -0.748
H -1.868 -0.942 -2.961
H -0.489 -2.016 -3.289
H -0.820 -0.630 -4.348
H -1.037 3.154 1.258
H -2.001 5.419 0.814
H -2.882 5.909 -1.469
H -2.759 4.136 -3.205
H -4.126 -1.870 1.330
H -2.857 -2.087 2.543
H -3.491 -3.477 1.675
H -3.380 -1.997 -1.824
H -3.370 -3.631 -1.178
H -2.028 -3.085 -2.166
H -0.487 -3.722 1.701
H 0.290 -3.592 0.122
H -1.116 -4.631 0.337
H 4.031 -1.973 -0.272
H 4.243 -3.024 1.933
H 2.321 -2.769 3.558
H 0.378 -1.491 2.843
H 3.245 -0.445 -4.597
H 1.487 -0.527 -4.570
H 2.424 -1.912 -5.077
H 5.144 -1.609 -2.596
H 4.562 -2.910 -3.615
H 4.630 -3.148 -1.884
H 0.634 -3.151 -1.857
H 2.109 -4.107 -1.794
H 1.310 -3.836 -3.335
H 2.428 2.796 -2.684
H 3.233 1.529 -3.601
H 4.185 2.671 -2.668
H 1.510 2.135 0.282
H 3.066 2.966 0.365
H 2.823 1.458 1.257
H 5.586 0.204 -1.600
H 5.211 -0.022 0.115
H 5.521 1.583 -0.525
C -4.351 0.585 -0.889
C -4.011 0.877 0.523
N -2.881 0.589 1.148
C -3.015 1.029 2.442
C -4.243 1.597 2.611
N -4.847 1.486 1.392
C -4.965 2.277 3.727
O -4.326 2.375 4.880
O -6.067 2.704 3.528
C -1.870 0.809 3.321
O -1.833 1.209 4.480
O -0.901 0.151 2.745
H -3.439 0.519 -1.478
H -4.983 1.368 -1.305
H -4.888 -0.362 -0.959
H -5.784 1.826 1.215
H -3.429 1.973 4.855
Se 2.409 0.711 7.091
Sb 3.406 2.948 6.948
Se 0.399 0.980 5.816
Se 1.435 1.782 3.939
Se 2.404 3.720 4.836
```

Here is a molecular structure, C28H43N4O4SiW from the OMol25 dataset. Energies are from wB97M-V/def2-TZVPD.

The LUMO energy is -4.62 eV. The total charge is +1. As for the largest force on an atom: 0.0398 hartree/bohr.

The geometry in XYZ format:
```
81
C28H43N4O4SiW (wB97M-V/def2-TZVPD)
W -0.451 -0.202 -0.085
C -4.977 -0.764 0.507
O -5.175 0.644 0.435
C -4.318 1.375 -0.314
C -4.836 2.541 -0.874
C -4.073 3.364 -1.680
C -2.748 3.050 -1.956
C -2.202 1.926 -1.370
C -0.743 1.600 -1.387
N -0.139 1.884 -0.173
N 1.184 2.253 -0.227
C 1.977 1.251 -0.370
O 1.415 0.029 -0.441
C 3.424 1.437 -0.483
C 4.246 0.362 -0.814
C 5.611 0.551 -0.947
C 6.159 1.812 -0.759
C 5.339 2.886 -0.432
C 3.977 2.704 -0.291
C -2.970 1.091 -0.546
O -2.249 0.050 -0.016
H -5.892 -1.176 0.924
H -4.137 -1.023 1.151
H -4.816 -1.183 -0.489
H -5.872 2.768 -0.661
H -4.516 4.256 -2.100
H -2.150 3.686 -2.594
H -0.178 1.879 -2.274
H 3.808 -0.612 -0.976
H 6.248 -0.283 -1.206
H 7.225 1.957 -0.871
H 5.768 3.869 -0.295
H 3.325 3.528 -0.034
C 2.821 -2.386 0.984
C 1.593 -3.281 1.198
C 1.225 -3.153 2.684
C 2.003 -4.729 0.912
Si 0.092 -2.678 0.065
C -1.572 -3.478 0.802
C -1.450 -4.954 1.177
C -2.693 -3.343 -0.238
C -1.997 -2.683 2.053
C 0.331 -3.154 -1.830
C 0.173 -4.649 -2.111
C -0.690 -2.373 -2.676
C 1.729 -2.708 -2.283
H 3.615 -2.677 1.679
H 2.588 -1.341 1.175
H 3.218 -2.482 -0.025
H 2.109 -3.363 3.293
H 0.454 -3.864 2.978
H 0.892 -2.141 2.918
H 2.792 -5.027 1.609
H 2.400 -4.838 -0.099
H 1.170 -5.422 1.031
H -1.096 -5.558 0.340
H -2.432 -5.339 1.472
H -0.775 -5.105 2.018
H -2.528 -4.017 -1.079
H -2.778 -2.324 -0.620
H -3.654 -3.616 0.210
H -1.339 -2.874 2.899
H -3.009 -2.971 2.355
H -1.989 -1.603 1.874
H -0.841 -4.991 -1.898
H 0.865 -5.250 -1.522
H 0.372 -4.850 -3.169
H -1.707 -2.732 -2.533
H -0.453 -2.474 -3.739
H -0.674 -1.289 -2.435
H 2.510 -3.313 -1.822
H 1.911 -1.658 -2.044
H 1.823 -2.826 -3.367
N -1.349 1.874 2.541
C -0.522 0.908 2.992
N -0.486 0.680 4.312
O 0.180 0.189 2.224
H -1.810 2.497 3.182
H -1.162 2.225 1.607
H -0.974 1.258 4.970
H 0.106 -0.056 4.658
```

Taking the records one at a time from the top gives relative energy (zero: lowest compared OMol25 entry of this formula, charge and spin) values of 0.000, 1.198 eV.
Taking the records one at a time from the top gives gap between HOMO and LUMO values of 5.128, 6.561 eV.